{"formula": "C17H19N5O3", "method": "the ωB97M-V functional and the def2-TZVPD basis", "smiles": "N[C@@H](Cc1c[nH]c2ccccc12)C(=O)N[C@@H](Cc1c[nH]cn1)C(=O)O", "homo_ev": -7.926, "homo_lumo_gap_ev": 8.45, "relative_energy_kcal_mol": 215.92, "species": ["N", "C", "C", "C", "C", "N", "C", "C", "C", "C", "C", "C", "C", "O", "N", "C", "C", "C", "C", "N", "C", "N", "C", "O", "O", "H", "H", "H", "H", "H", "H", "H", "H", "H", "H", "H", "H", "H", "H", "H", "H", "H", "H", "H"], "xyz": [[0.629, 1.572, -1.254], [1.073, 0.354, -0.329], [1.764, 0.994, 0.863], [3.217, 0.950, 0.480], [3.933, 1.895, -0.224], [5.162, 1.461, -0.589], [5.338, 0.097, 0.053], [6.540, -0.751, -0.340], [6.171, -2.127, -0.179], [4.914, -2.536, 0.362], [3.946, -1.603, 0.769], [4.142, -0.242, 0.571], [-0.368, 0.044, 0.321], [-0.665, -0.560, 1.432], [-1.367, 0.315, -0.580], [-2.852, 0.351, -0.429], [-3.517, -1.047, -0.108], [-5.068, -0.905, -0.054], [-6.030, -1.088, 0.854], [-7.205, -0.965, 0.057], [-6.915, -0.775, -1.325], [-5.668, -0.522, -1.369], [-3.052, 1.229, 0.971], [-3.403, 0.798, 2.152], [-2.821, 2.549, 0.504], [1.449, 1.896, -2.033], [0.325, 2.327, -0.391], [1.430, -0.612, -0.861], [1.613, 1.873, 1.292], [1.483, 0.429, 1.773], [3.631, 2.893, -0.261], [6.009, 2.154, -0.660], [7.299, -0.412, -1.126], [6.908, -2.764, -0.640], [4.822, -3.570, 0.604], [2.853, -1.991, 0.882], [-0.855, 0.584, -1.478], [-3.457, 0.846, -1.179], [-3.023, -1.303, 0.754], [-3.387, -1.948, -0.829], [-5.988, -0.958, 1.947], [-8.198, -1.643, 0.256], [-7.705, -0.476, -1.979], [-3.109, 3.186, 1.319]], "atomic_forces_ev_per_a": [[2.623, 1.068, 0.268], [-4.156, 2.493, 0.453], [3.542, -5.967, -0.687], [2.121, -0.964, 0.090], [-1.251, -1.499, 2.064], [3.599, -0.707, 1.256], [4.936, 2.815, -4.167], [-4.624, -0.391, -0.109], [0.984, 2.661, -0.323], [0.878, 1.444, 0.778], [-2.102, -2.343, -0.791], [-1.792, 0.778, 0.094], [-3.282, -3.711, 1.695], [2.164, 2.732, -3.510], [0.511, 0.234, -1.874], [0.464, -1.392, 3.505], [-1.758, 0.425, -2.688], [1.795, 1.252, -2.879], [-1.189, 0.574, -1.209], [-5.797, -3.326, 0.554], [0.545, 0.892, 4.777], [2.967, -1.538, 0.308], [-1.513, -1.667, 2.114], [1.974, 3.246, -6.648], [-1.676, 0.102, 4.910], [-2.651, -0.760, 3.551], [1.537, -2.100, -3.945], [-0.025, 2.079, 1.040], [-1.865, 4.747, 0.272], [0.830, -0.758, -0.438], [-0.275, 1.478, -0.689], [-2.419, -1.988, 0.221], [-1.027, -0.369, 1.750], [-0.220, -0.904, 0.389], [-0.538, -0.612, -0.301], [2.143, 0.636, 0.526], [-1.734, 0.265, 1.253], [0.814, 0.342, -0.465], [0.494, -1.018, 2.515], [0.316, 1.999, 0.649], [-0.278, -0.784, -0.794], [4.011, 2.878, -0.274], [-0.194, -0.268, -0.573], [1.117, -2.077, -2.669]]}